This record from the Open Molecules 2025 dataset describes the molecule C6H10INO in a non-equilibrium geometry. The level of theory is ωB97M-V/def2-TZVPD.

The gap between HOMO and LUMO is 7.623 eV. Its total charge is 0. The maximum force comes out at 4.264 eV Å⁻¹. The relative energy (zero: lowest compared OMol25 entry of this formula, charge and spin) is 1.456 eV.

Each line ends with the Löwdin charge.
CARTESIAN COORDINATES (ANGSTROEM)
C (0.482, -0.215, -1.873)  -0.62
C (1.816, -0.564, -1.125)  -0.10
C (1.470, -0.635, 0.473)  -0.25
C (0.507, 0.523, 0.862)  -0.68
C (-0.483, 0.111, 1.925)  -0.12
C (-1.733, 0.454, -1.478)  -0.16
N (-0.599, -0.251, -1.085)  -0.01
O (0.546, 0.061, -3.046)  0.05
I (1.000, 2.458, 0.261)  0.98
H (2.096, -1.664, -1.214)  0.12
H (2.639, 0.094, -1.340)  0.08
H (0.935, -1.592, 0.756)  0.11
H (2.448, -0.533, 0.965)  0.11
H (-0.312, 0.700, 2.828)  0.08
H (-0.265, -0.987, 2.166)  0.10
H (-1.488, 0.279, 1.522)  0.07
H (-2.331, -0.215, -2.040)  0.08
H (-2.464, 0.769, -0.610)  0.11
H (-1.554, 1.362, -1.934)  0.04

---

This record from the Open Molecules 2025 dataset describes a structure of composition C26H12AuF5N2S3. The level of theory is ωB97M-V/def2-TZVPD.

The gap between HOMO and LUMO is 6.425 eV. Its total charge is 0. The maximum force comes out at 0.531 eV Å⁻¹. The relative energy (zero: lowest compared OMol25 entry of this formula, charge and spin) is 0.000 eV.

Each line ends with the Löwdin charge.
CARTESIAN COORDINATES (ANGSTROEM)
Au (1.772, -0.393, -0.449)  0.51
S (-1.354, -5.275, -4.699)  1.05
C (-0.175, -6.298, -5.389)  -0.41
C (1.086, -5.890, -5.084)  -0.17
C (1.093, -4.723, -4.272)  -0.12
C (-0.160, -4.267, -3.977)  -0.49
C (-0.533, -3.120, -3.135)  -0.19
C (0.446, -2.175, -2.764)  -0.06
N (0.213, -1.156, -1.967)  0.01
C (-1.045, -0.962, -1.506)  -0.15
C (-2.094, -1.822, -1.836)  -0.13
C (-3.413, -1.566, -1.317)  -0.01
C (-3.650, -0.512, -0.514)  -0.01
C (-2.589, 0.392, -0.153)  -0.13
C (-2.778, 1.489, 0.701)  0.05
C (-1.728, 2.324, 1.007)  -0.18
C (-0.480, 2.023, 0.419)  -0.08
N (-0.275, 0.990, -0.361)  0.06
C (-1.303, 0.173, -0.649)  -0.17
C (-1.879, 3.477, 1.907)  -0.48
C (-3.033, 3.996, 2.425)  -0.12
C (-2.813, 5.113, 3.271)  -0.18
C (-1.492, 5.423, 3.382)  -0.41
S (-0.516, 4.366, 2.467)  1.07
C (-1.805, -2.923, -2.654)  0.03
H (-0.478, -7.143, -5.986)  0.07
H (1.977, -6.402, -5.415)  0.11
H (2.000, -4.258, -3.912)  0.11
H (1.458, -2.261, -3.139)  0.12
H (-4.213, -2.245, -1.587)  0.12
H (-4.644, -0.326, -0.126)  0.12
H (-3.760, 1.659, 1.125)  0.12
H (0.382, 2.659, 0.598)  0.09
H (-4.015, 3.603, 2.204)  0.11
H (-3.599, 5.660, 3.770)  0.10
H (-1.036, 6.213, 3.956)  0.07
H (-2.599, -3.622, -2.892)  0.11
F (4.604, 3.591, 4.695)  0.12
C (4.272, 2.575, 3.896)  -0.15
C (3.745, 2.808, 2.643)  -0.15
F (3.561, 4.067, 2.227)  0.11
C (3.405, 1.750, 1.819)  -0.24
F (2.894, 2.083, 0.620)  0.02
C (3.568, 0.420, 2.193)  -0.54
S (3.215, -1.015, 1.226)  0.52
C (4.095, 0.229, 3.471)  -0.26
F (4.279, -1.014, 3.929)  0.07
C (4.447, 1.268, 4.309)  -0.15
F (4.948, 1.019, 5.522)  0.12

---

This record from the Open Molecules 2025 dataset describes the molecule C7H15Cl in a non-equilibrium geometry. The level of theory is ωB97M-V/def2-TZVPD.

The structure (SMILES) is CC(C)(C)C(C)(C)Cl. The gap between HOMO and LUMO is 10.991 eV. Its total charge is 0. The maximum force comes out at 2.478 eV Å⁻¹. The relative energy (zero: lowest compared OMol25 entry of this formula, charge and spin) is 0.672 eV.

Each line ends with the Löwdin charge.
CARTESIAN COORDINATES (ANGSTROEM)
C (1.591, -0.640, 0.903)  -0.09
C (0.526, -0.314, -0.103)  -0.61
C (1.370, -0.117, -1.403)  -0.09
C (-0.299, -1.619, -0.259)  -0.06
C (-0.489, 0.865, 0.172)  -0.77
C (-1.657, 0.966, -0.876)  -0.09
C (-1.021, 0.942, 1.608)  -0.13
Cl (0.539, 2.375, 0.129)  0.64
H (2.351, -1.362, 0.522)  0.11
H (1.055, -0.983, 1.793)  0.08
H (2.066, 0.248, 1.255)  0.06
H (1.651, -1.035, -1.832)  0.05
H (0.760, 0.505, -2.071)  0.07
H (2.385, 0.379, -1.303)  0.10
H (-0.642, -1.887, 0.721)  0.07
H (0.361, -2.433, -0.647)  0.09
H (-1.047, -1.535, -1.087)  0.09
H (-1.464, 0.543, -1.940)  0.11
H (-1.929, 2.001, -0.926)  0.05
H (-2.521, 0.430, -0.439)  0.08
H (-1.611, 0.023, 1.634)  0.08
H (-0.316, 0.828, 2.424)  0.08
H (-1.659, 1.820, 1.723)  0.08

---

This record from the Open Molecules 2025 dataset describes a structure of composition C14H10Cl5CsN3O7P2SSe in a non-equilibrium geometry. The level of theory is ωB97M-V/def2-TZVPD.

The expectation value of S² is 0.78. The gap between HOMO and LUMO (spin up / spin down) is 4.623 / 6.589 eV. Its total charge is -2. The maximum force comes out at 2.366 eV Å⁻¹. The relative energy (zero: lowest compared OMol25 entry of this formula, charge and spin) is 2.322 eV. Its spin multiplicity is 2.

Each line ends with the Löwdin charge.
CARTESIAN COORDINATES (ANGSTROEM)
Cs (-0.698, -0.463, 0.066)  1.16
C (-1.311, 4.950, -0.592)  -0.09
C (-1.593, 3.468, -0.420)  -0.58
O (-3.003, 3.261, -0.608)  -0.09
P (-1.184, 2.922, 1.291)  0.38
O (-2.180, 3.827, 2.181)  -0.13
O (0.222, 3.412, 1.654)  -0.22
O (-1.470, 1.474, 1.475)  -0.60
P (-0.779, 2.434, -1.748)  0.27
O (0.650, 2.083, -1.014)  -0.27
O (-0.504, 3.202, -2.989)  -0.33
O (-1.605, 1.177, -1.744)  -0.59
H (-1.972, 5.523, 0.060)  0.07
H (-1.486, 5.226, -1.632)  0.07
H (-0.278, 5.178, -0.333)  0.08
H (-3.068, 2.342, -0.919)  0.06
H (-2.649, 3.264, 2.806)  0.07
H (1.144, 2.701, 1.707)  0.04
H (1.355, 2.077, -1.670)  0.05
Se (2.898, 1.025, 5.425)  0.91
N (4.465, 1.106, 4.511)  -0.31
C (4.160, 1.491, 3.278)  -0.44
C (5.078, 1.672, 2.235)  -0.06
C (4.606, 2.099, 1.000)  -0.11
C (3.249, 2.333, 0.827)  -0.14
N (2.338, 2.148, 1.784)  0.07
C (2.747, 1.740, 3.009)  -0.46
N (1.905, 1.555, 3.999)  -0.26
H (6.128, 1.480, 2.417)  0.09
H (5.277, 2.257, 0.166)  0.08
H (2.858, 2.692, -0.115)  0.09
S (2.358, -2.379, -2.707)  0.66
C (2.229, -1.037, -1.971)  -0.57
Cl (1.418, -3.395, 2.551)  0.57
C (-0.183, -4.096, 2.199)  -0.72
C (-0.961, -3.503, 1.239)  -0.25
C (-2.183, -4.071, 1.030)  -0.70
Cl (-3.268, -3.343, -0.227)  0.52
C (-2.657, -5.190, 1.699)  -0.73
Cl (-4.214, -5.887, 1.385)  0.61
C (-1.825, -5.768, 2.657)  -0.72
Cl (-2.352, -7.173, 3.521)  0.61
C (-0.569, -5.219, 2.919)  -0.72
Cl (0.451, -5.962, 4.110)  0.61

---

This record from the Open Molecules 2025 dataset describes a structure of composition C9H17F2S4V. The level of theory is ωB97M-V/def2-TZVPD.

The expectation value of S² is 0.80. The gap between HOMO and LUMO (spin up / spin down) is 7.904 / 8.607 eV. Its total charge is +3. The maximum force comes out at 0.868 eV Å⁻¹. The relative energy (zero: lowest compared OMol25 entry of this formula, charge and spin) is 0.179 eV. Its spin multiplicity is 2.

Each line ends with the Löwdin charge.
CARTESIAN COORDINATES (ANGSTROEM)
V (-0.463, -0.644, -1.236)  0.41
C (-1.630, -1.592, 1.800)  -0.38
C (-1.915, -0.108, 1.597)  -0.40
S (-2.389, 0.147, -0.149)  0.97
C (-2.444, 1.946, -0.410)  -0.40
C (-1.089, 2.606, -0.223)  -0.39
S (0.187, 1.724, -1.199)  1.01
C (1.641, 1.739, -0.099)  -0.41
C (2.645, 0.723, -0.612)  -0.40
S (1.933, -0.948, -0.757)  1.01
C (1.916, -1.583, 0.955)  -0.40
C (0.973, -2.773, 0.980)  -0.40
S (-0.696, -2.320, 0.392)  0.97
H (-2.543, -2.180, 1.870)  0.11
H (-1.047, -1.756, 2.706)  0.12
H (-1.050, 0.510, 1.831)  0.09
H (-2.760, 0.208, 2.210)  0.13
H (-3.188, 2.353, 0.276)  0.13
H (-2.836, 2.062, -1.422)  0.11
H (-0.766, 2.629, 0.817)  0.10
H (-1.119, 3.630, -0.595)  0.12
H (1.316, 1.529, 0.919)  0.09
H (2.060, 2.746, -0.132)  0.13
H (3.507, 0.646, 0.053)  0.13
H (3.022, 0.972, -1.605)  0.11
H (1.613, -0.791, 1.639)  0.10
H (2.935, -1.891, 1.192)  0.12
H (0.864, -3.200, 1.978)  0.12
H (1.295, -3.574, 0.312)  0.11
F (-1.118, -0.130, -3.225)  0.04
C (0.180, -0.564, -3.087)  -0.31
F (0.078, -1.917, -2.953)  0.06
H (0.888, -0.196, -3.822)  0.18

---

This record from the Open Molecules 2025 dataset describes a cluster of 2 separate species, CH3IS3 in total in a non-equilibrium geometry. The level of theory is ωB97M-V/def2-TZVPD.

The gap between HOMO and LUMO (spin up / spin down) is 5.032 / 5.029 eV. Its total charge is 0. The maximum force comes out at 2.486 eV Å⁻¹. The relative energy (zero: lowest compared OMol25 entry of this formula, charge and spin) is 2.540 eV.

Each line ends with the Löwdin charge.
CARTESIAN COORDINATES (ANGSTROEM)
C (0.127, -0.466, 0.666)  -0.47
S (1.845, -0.863, 0.236)  0.20
S (1.936, -2.735, 0.201)  0.24
S (1.154, -1.662, 3.901)  -0.36
I (2.364, 0.223, 3.304)  0.37
H (0.152, -1.318, 1.481)  -0.04
H (-0.498, -0.604, -0.275)  0.07
H (0.138, 0.531, 1.073)  0.00

---

This record from the Open Molecules 2025 dataset describes a structure of composition C20H39N2O31Tl2 in a non-equilibrium geometry. The level of theory is ωB97M-V/def2-TZVPD.

The gap between HOMO and LUMO is 2.478 eV. Its total charge is +1. The maximum force comes out at 6.320 eV Å⁻¹.

Each line ends with the Löwdin charge.
CARTESIAN COORDINATES (ANGSTROEM)
Tl (0.756, -1.916, -2.744)  1.14
Tl (3.601, 2.213, -1.466)  1.20
N (3.408, 5.000, 0.948)  -0.58
O (2.517, 4.174, 0.774)  0.04
O (3.341, 6.004, 1.594)  0.21
O (4.510, 4.818, 0.361)  0.12
N (-0.132, 1.958, -3.257)  -0.59
O (0.582, 2.578, -2.467)  0.08
O (-0.429, 2.422, -4.342)  0.17
O (-0.385, 0.812, -3.027)  0.05
O (1.881, -0.021, -0.834)  -0.26
H (1.632, -0.352, 0.050)  -0.02
O (5.864, -2.114, -3.250)  0.22
C (4.923, -1.576, -2.560)  -0.79
O (3.881, -2.237, -2.517)  0.07
O (4.965, -0.405, -2.138)  0.11
H (5.399, -2.819, -3.706)  0.14
O (2.506, 1.053, -6.113)  0.15
C (2.970, 1.073, -4.824)  -0.72
O (3.872, 1.885, -4.566)  0.10
O (2.437, 0.360, -3.937)  0.01
H (2.931, 1.746, -6.623)  0.13
C (-3.439, 0.526, -4.336)  0.03
O (-4.211, -0.704, -3.991)  0.05
C (-3.531, -1.626, -3.423)  -0.55
O (-2.365, -1.471, -2.917)  -0.04
O (-4.294, -2.741, -3.428)  0.02
C (-3.804, -3.979, -3.027)  -0.05
H (-3.916, 1.104, -5.127)  0.11
H (-2.432, 0.212, -4.612)  0.08
H (-3.374, 1.108, -3.417)  0.07
H (-3.425, -4.029, -2.006)  0.05
H (-3.058, -4.407, -3.697)  0.11
H (-4.677, -4.631, -3.008)  0.11
C (2.376, 2.341, 3.534)  -0.02
O (3.082, 1.112, 3.494)  -0.01
C (3.879, 0.825, 2.427)  -0.50
O (4.203, 1.607, 1.444)  -0.05
O (4.279, -0.396, 2.650)  0.00
C (4.932, -1.132, 1.613)  -0.01
H (1.655, 2.376, 2.717)  0.07
H (3.133, 3.116, 3.406)  0.11
H (1.721, 2.224, 4.397)  0.11
H (5.451, -1.925, 2.151)  0.11
H (5.760, -0.561, 1.193)  0.10
H (4.296, -1.421, 0.776)  0.09
C (-5.903, 3.073, 2.962)  -0.02
O (-5.109, 2.848, 1.784)  -0.01
C (-4.733, 1.590, 1.459)  -0.62
O (-5.112, 0.550, 1.884)  0.16
O (-3.848, 1.684, 0.479)  -0.01
C (-3.631, 0.586, -0.379)  -0.03
H (-6.935, 2.812, 2.728)  0.10
H (-5.722, 4.044, 3.421)  0.10
H (-5.534, 2.325, 3.664)  0.09
H (-3.368, 0.776, -1.420)  0.07
H (-4.477, -0.100, -0.407)  0.11
H (-2.836, -0.052, 0.009)  0.07
C (-2.345, -4.495, 0.092)  -0.06
O (-1.817, -3.850, 1.216)  0.02
C (-1.503, -2.565, 1.009)  -0.61
O (-1.247, -1.969, -0.058)  0.03
O (-1.521, -2.029, 2.169)  0.04
C (-1.169, -0.656, 2.370)  -0.02
H (-2.142, -5.562, -0.004)  0.10
H (-1.829, -4.090, -0.778)  0.08
H (-3.426, -4.440, 0.220)  0.11
H (-0.235, -0.231, 2.003)  0.09
H (-0.974, -0.422, 3.416)  0.10
H (-2.017, -0.034, 2.084)  0.09
C (1.922, -2.507, 2.395)  -0.03
O (2.582, -3.624, 1.829)  -0.01
C (2.273, -4.021, 0.518)  -0.53
O (1.457, -3.458, -0.259)  -0.04
O (3.046, -4.973, 0.245)  0.06
C (2.992, -5.675, -1.003)  0.01
H (1.999, -2.526, 3.482)  0.12
H (0.861, -2.689, 2.224)  0.08
H (2.278, -1.567, 1.973)  0.07
H (2.385, -5.102, -1.703)  0.09
H (2.605, -6.663, -0.753)  0.10
H (3.916, -5.985, -1.490)  0.10
C (-1.714, 4.940, 4.509)  -0.08
O (-0.929, 4.915, 3.377)  0.00
C (-0.903, 3.736, 2.659)  -0.43
O (-1.039, 2.568, 3.119)  0.07
O (-0.695, 4.073, 1.317)  -0.03
C (-0.701, 3.083, 0.401)  -0.09
H (-1.204, 4.650, 5.427)  0.10
H (-2.516, 4.214, 4.372)  0.09
H (-2.224, 5.871, 4.758)  0.10
H (0.238, 2.534, 0.481)  0.09
H (-0.830, 3.683, -0.500)  0.11
H (-1.640, 2.545, 0.531)  0.09

---

This record from the Open Molecules 2025 dataset describes a cluster of 2 separate species, C4H14N3 in total in a non-equilibrium geometry. The level of theory is ωB97M-V/def2-TZVPD.

The gap between HOMO and LUMO is 11.865 eV. Its total charge is +1. The maximum force comes out at 1.238 eV Å⁻¹. The relative energy (zero: lowest compared OMol25 entry of this formula, charge and spin) is 0.150 eV.

Each line ends with the Löwdin charge.
CARTESIAN COORDINATES (ANGSTROEM)
C (-1.528, -1.259, 1.930)  -0.18
C (-1.868, -0.567, 3.272)  -0.14
H (-0.699, -0.690, 1.500)  0.02
H (-1.274, -2.309, 2.021)  0.06
H (-2.378, -1.172, 1.260)  0.06
H (-2.890, -0.821, 3.545)  0.07
H (-1.788, 0.504, 3.151)  0.06
H (-1.197, -0.939, 4.034)  0.06
C (1.061, 1.918, -2.780)  -0.02
C (1.094, 0.065, -1.160)  -0.43
N (1.700, 1.042, -1.816)  0.05
N (1.744, -0.559, -0.173)  0.21
N (-0.137, -0.335, -1.474)  0.22
H (2.611, 1.312, -1.477)  0.16
H (2.690, -0.299, 0.063)  0.13
H (1.284, -1.167, 0.489)  0.12
H (-0.551, -0.107, -2.367)  0.13
H (-0.513, -1.148, -1.004)  0.13
H (-0.021, 1.783, -2.725)  0.09
H (1.446, 1.793, -3.785)  0.10
H (1.211, 2.956, -2.504)  0.10